Record 1
C14H36N2O6Rb as an isolated structure in a non-equilibrium geometry, computed with ωB97M-V/def2-TZVPD.

Geometry as XYZ:
```
59
Properties=species:S:1:pos:R:3:forces:R:3:mulliken_charge:R:1
Rb 0.53084 -0.00163 1.05159 -0.179 0.320 0.345 0.581
C 0.34611 2.62944 4.06266 1.558 0.651 -0.725 -0.897
O -0.27980 1.74979 3.18085 -2.115 -0.613 -0.633 -0.094
C -1.72686 1.83449 3.42022 0.622 0.284 1.323 -0.712
C -2.58350 0.79764 2.75249 1.498 0.637 -0.422 -0.751
N -2.41633 0.82519 1.29379 -1.071 -2.305 0.649 -0.101
C -3.31118 -0.27276 0.80861 -0.205 1.079 -1.766 -0.837
C -3.61696 -0.10928 -0.71041 0.001 -0.668 1.225 -0.193
O -4.66314 0.83027 -0.95704 0.562 -0.092 -0.934 -0.346
C -5.00076 0.87484 -2.38389 0.104 -0.168 0.983 -0.685
H -0.16291 3.59055 4.13527 -0.329 -0.122 0.394 0.370
H 1.27501 2.88151 3.55108 0.365 0.046 0.262 0.244
H 0.60783 2.18406 5.02247 -0.425 0.038 0.207 0.299
H -2.03294 2.86657 3.24923 -0.098 0.060 -0.281 0.435
H -1.79516 1.64625 4.49166 -0.448 0.218 0.255 0.411
H -3.62709 0.81915 3.06639 -0.103 0.565 0.140 0.417
H -2.20662 -0.12995 3.18335 0.036 -0.562 -0.545 0.303
H -2.64816 1.70374 0.85276 -0.456 0.188 0.284 0.245
H -4.29762 -0.38711 1.25801 -0.239 0.867 0.582 0.381
H -2.89002 -1.24759 1.05444 0.642 0.001 -0.448 0.429
H -3.91339 -1.11800 -0.99806 -0.148 -0.052 -0.633 0.468
H -2.67751 0.15280 -1.19707 0.017 0.167 -0.441 -0.058
H -5.34548 -0.11431 -2.68532 -0.027 -0.036 -0.118 0.309
H -4.16556 1.17839 -3.01508 0.334 -0.087 0.195 0.256
H -5.79180 1.60343 -2.56138 -0.014 -0.095 0.469 0.269
C 0.89329 2.43929 -5.94687 0.571 0.014 0.911 -0.740
O 0.38764 2.14811 -4.63268 -1.052 0.188 -0.259 -0.326
C 0.99985 1.04317 -4.01078 0.436 0.242 0.161 -0.634
C 0.40923 0.76554 -2.60466 -0.370 1.315 -1.006 -0.581
N 1.18204 -0.12932 -1.75963 0.047 -0.687 -0.828 0.163
C 1.11034 -1.54566 -2.18279 -0.160 -0.407 1.480 -0.835
C 1.37763 -2.49779 -0.98758 0.345 0.291 -0.257 -0.563
O 0.31454 -2.50469 -0.06704 -1.880 -0.270 -0.187 -0.115
C 0.30158 -3.59985 0.84692 1.614 0.417 -0.179 -0.819
H 1.95976 2.62172 -5.81472 0.352 -0.386 -0.435 0.318
H 0.52917 3.38456 -6.34933 -0.622 -0.144 0.464 0.260
H 0.67344 1.63952 -6.65407 0.150 -0.105 0.029 0.293
H 2.03853 1.32960 -3.84583 0.561 -0.232 0.029 0.365
H 0.99534 0.16479 -4.65616 -0.150 -0.237 -0.101 0.383
H -0.63782 0.47874 -2.70230 0.029 -0.411 0.160 0.155
H 0.38799 1.74797 -2.13297 -0.038 0.123 0.178 0.272
H 2.14500 0.13803 -1.90560 0.369 0.202 0.304 0.225
H 1.82387 -1.81416 -2.96181 -0.058 0.110 -0.193 0.419
H 0.09146 -1.74830 -2.51281 0.036 -0.059 -0.209 0.376
H 2.21750 -2.18841 -0.36547 0.831 0.179 -0.495 0.291
H 1.60684 -3.48589 -1.38658 -0.191 -0.247 0.053 0.445
H 0.02796 -4.56281 0.41572 -0.580 0.204 -0.142 0.295
H -0.23950 -3.32107 1.75115 -0.341 -0.138 -0.322 0.257
H 1.34654 -3.72216 1.13187 0.220 -0.286 0.481 0.289
C 4.91802 -1.18679 2.64414 -1.158 0.008 -0.228 -0.498
C 3.51777 -1.83831 2.89754 1.475 0.666 0.139 -0.255
O 2.52107 -0.78747 3.03648 0.457 -0.894 -0.247 -0.289
O 4.83330 -0.33943 1.51748 0.034 -0.181 -0.534 -0.492
H 5.69168 -1.93860 2.48815 -0.097 0.045 -0.050 0.371
H 5.20434 -0.51586 3.45406 0.041 -0.483 0.710 0.289
H 3.63801 -2.48940 3.76340 -0.546 0.165 0.359 0.304
H 3.23501 -2.48246 2.06494 -0.110 0.336 -0.127 0.106
H 2.77557 -0.24217 3.78446 -0.025 0.020 0.294 0.214
H 4.11603 0.25209 1.75673 -0.068 0.324 -0.319 0.315
```
Positions in Å, forces in eV/Å.

Calculated values
Net charge: +1
Orbital gap: 9.78 eV
HOMO energy: -12.15 eV

=====

Record 2
C14H37FFeO5 as an isolated structure in a non-equilibrium geometry, computed with ωB97M-V/def2-TZVPD.

Geometry as XYZ:
```
58
Properties=species:S:1:pos:R:3:forces:R:3:mulliken_charge:R:1
Fe 0.92472 1.51702 0.75162 -3.698 -2.919 -3.386 0.935
C -2.38187 3.31159 -1.36141 0.779 -1.657 1.411 -0.997
C -2.28674 2.25197 -0.15431 -0.553 -0.099 -0.362 -0.422
O -1.01240 1.81339 0.22974 4.276 0.264 0.514 -0.091
H -1.49065 3.93783 -1.32077 -0.291 0.314 -0.088 0.161
H -3.32049 3.86521 -1.38596 0.207 0.006 0.324 0.381
H -2.34136 2.67099 -2.24237 0.097 0.328 -0.194 0.305
H -2.80694 1.36457 -0.51487 -0.084 -0.240 -0.078 0.227
H -2.73514 2.43709 0.82179 -0.579 1.012 -0.250 0.460
F 1.08929 -0.25313 -0.11601 0.106 1.979 1.272 -0.365
C 2.85748 -3.76395 -0.29442 0.103 -1.341 0.415 -1.119
C 2.77033 -3.10136 -1.65323 -1.988 -2.709 -0.056 0.321
C 1.32528 -3.30569 -2.22630 0.369 0.383 0.529 -0.459
O 3.07505 -1.79401 -1.55057 1.236 2.850 -0.590 -0.521
H 2.49804 -3.13244 0.51804 0.188 0.295 -0.072 0.198
H 3.85680 -4.14987 -0.09311 0.205 0.506 0.241 0.323
H 2.24634 -4.66345 -0.22013 -0.213 -0.051 -0.251 0.339
H 3.48492 -3.55873 -2.33754 0.075 0.032 -0.010 0.319
H 0.67207 -2.71582 -1.58330 0.038 0.502 -0.355 -0.238
H 0.86444 -4.28470 -2.09487 0.625 -0.340 -0.318 0.415
H 1.26563 -2.97431 -3.26299 -0.155 0.035 0.084 0.325
H 2.45998 -1.31645 -0.98913 -0.395 -0.082 0.181 0.312
C -1.65989 0.42672 3.44531 0.231 0.862 -0.301 -0.840
C -0.29447 1.13857 3.52100 -0.089 -1.528 2.695 0.609
C 0.48143 0.85852 4.82003 -0.287 -0.044 0.188 -1.527
O 0.59093 0.55267 2.57149 0.648 1.556 -2.505 -0.439
H -2.17264 0.32003 4.40124 0.235 0.213 0.063 0.422
H -1.55342 -0.56931 3.01556 0.018 0.052 -0.072 0.075
H -2.27014 1.05534 2.79682 -0.358 -0.435 -0.102 0.053
H -0.37056 2.21546 3.37064 0.103 -0.081 -0.400 0.337
H 0.74714 -0.19535 4.90287 -0.465 -0.432 -0.185 0.424
H -0.09428 1.07169 5.72071 0.293 0.416 -0.030 0.388
H 1.47512 1.30383 4.77137 -0.247 0.647 0.343 0.383
H 0.84049 -0.33011 2.85437 0.148 -0.379 -0.247 0.334
C -2.82435 -2.48633 -0.84456 -1.192 0.907 -0.726 -1.317
C -2.15386 -2.18887 0.44104 -1.216 -1.675 0.597 1.527
C -2.97068 -2.78382 1.64257 0.534 0.324 -0.860 -1.600
O -0.90125 -2.82726 0.32232 0.690 0.591 1.261 -0.530
H -2.13516 -2.31793 -1.67206 0.050 -0.429 -0.098 0.356
H -3.56853 -1.70157 -0.98037 -0.742 -0.367 -0.237 0.388
H -3.25526 -3.48682 -0.80666 0.055 0.130 -0.529 0.316
H -2.13916 -1.10195 0.52159 0.758 0.257 0.504 -0.457
H -2.27899 -3.02487 2.44977 -0.266 0.534 0.378 0.373
H -3.51014 -3.71248 1.45635 0.412 -0.224 -0.641 0.418
H -3.79530 -2.10265 1.85258 0.332 0.291 0.649 0.387
H -0.43898 -2.25631 -0.29568 0.528 -0.157 -0.025 -0.086
C 1.79124 4.46104 -1.96602 -0.130 -0.071 -0.238 -1.290
C 1.48196 2.95846 -2.19370 0.344 0.019 -0.948 0.956
C 2.10140 2.29480 -3.42298 0.330 1.344 -0.873 -1.607
O 2.01347 2.21209 -1.09268 -0.824 -0.289 2.472 -0.335
H 1.92352 5.04557 -2.87647 -0.304 -0.272 -0.231 0.388
H 2.71413 4.64432 -1.41576 0.202 -0.505 0.029 0.339
H 1.01950 4.95469 -1.37542 -0.202 -0.132 -0.050 0.291
H 0.41225 2.76341 -2.26963 0.002 0.074 0.625 0.007
H 3.08427 2.73251 -3.59756 0.173 0.109 -0.125 0.448
H 1.48033 2.57845 -4.27263 0.153 -0.077 -0.208 0.402
H 2.25949 1.21702 -3.46164 -0.571 -0.037 0.660 0.362
H 2.95587 2.12480 -1.25350 0.307 -0.259 0.203 0.237
```
Positions in Å, forces in eV/Å.

Calculated values
Expectation value of S²: 8.771
Net charge: +1
2S+1: 6
Orbital gap (alpha / beta): 7.21 / 5.18 eV
HOMO energy (alpha / beta): -11.70 / -11.70 eV

=====

Record 3
A 3-piece molecular cluster, C14H37FN2OP overall in a non-equilibrium geometry, computed with ωB97M-V/def2-TZVPD.

Geometry as XYZ:
```
56
Properties=species:S:1:pos:R:3:forces:R:3:mulliken_charge:R:1
C -7.43636 2.42414 -1.23626 -0.234 -1.768 -0.520 -0.647
O -7.40612 3.15864 0.00793 0.958 1.217 -1.191 -0.279
C -6.94163 4.48769 -0.16454 -1.203 0.299 0.664 -0.413
P -5.05294 4.59552 -0.38202 -0.482 0.171 -2.255 0.561
F -4.63469 4.82920 -1.98385 -0.707 -0.473 3.955 -0.218
H -8.19749 2.79377 -1.98706 0.886 0.023 0.964 0.323
H -6.41026 2.34252 -1.72787 -1.097 0.333 0.602 0.284
H -7.74369 1.35746 -0.96507 0.459 1.564 -0.270 0.240
H -7.16073 5.03480 0.81971 0.537 -0.667 -1.244 0.364
H -7.49166 5.06809 -0.98396 0.987 -0.754 0.801 0.363
H -4.51398 3.36018 0.08572 0.033 0.522 -0.471 0.194
H -4.54066 5.64622 0.46738 -0.077 -0.536 -0.996 0.228
C -3.53751 0.40747 1.60857 0.047 -0.028 0.057 -1.504
C -2.34664 0.82937 0.75489 0.035 -0.281 0.168 -0.093
N -1.06456 0.70329 1.42851 0.174 0.356 0.098 0.110
C 0.02786 1.36780 0.72232 -0.011 0.164 -0.032 -0.761
C 0.41324 0.82545 -0.65347 0.154 0.100 -0.173 -0.601
C -0.74821 -0.61581 1.96886 -0.278 -0.206 0.223 -0.687
C -0.72871 -1.79497 0.99614 0.147 -0.199 -0.021 -0.778
H -3.55625 0.95167 2.55636 0.078 -0.080 -0.023 0.330
H -4.46999 0.62429 1.07768 0.013 -0.070 -0.017 0.432
H -3.52817 -0.66299 1.82230 -0.036 0.090 0.009 0.382
H -2.50138 1.88428 0.49149 0.316 0.071 -0.050 0.181
H -2.36942 0.26566 -0.18661 -0.125 0.013 -0.149 0.241
H 0.91769 1.37497 1.35974 -0.147 -0.142 0.073 0.380
H -0.23986 2.42545 0.60746 -0.140 -0.057 0.044 0.363
H 0.96349 -0.11090 -0.57937 -0.075 -0.021 -0.061 -0.173
H 1.06961 1.54086 -1.15824 -0.029 -0.058 0.057 0.399
H -0.45456 0.67581 -1.30059 0.034 -0.043 0.054 0.333
H -1.46827 -0.84301 2.76171 -0.045 0.109 -0.081 0.350
H 0.21409 -0.57293 2.48895 -0.035 0.245 -0.155 0.342
H -1.58282 -1.79388 0.31526 0.025 0.027 0.017 0.284
H -0.76400 -2.73316 1.55698 -0.002 0.072 -0.027 0.375
H 0.18738 -1.81499 0.40513 -0.108 -0.011 -0.074 0.100
C 6.97107 -1.24403 -0.90445 -0.042 -0.021 -0.109 -1.410
C 5.91423 -1.82970 0.02409 0.094 0.069 -0.114 -0.357
N 4.55454 -1.41394 -0.29692 -0.336 0.238 0.139 0.159
C 3.58954 -1.73788 0.74780 0.157 0.088 0.147 0.200
C 3.33566 -3.21558 1.04221 -0.203 -0.128 0.183 -1.167
C 4.10809 -1.67187 -1.66129 0.246 0.112 -0.192 -0.435
C 4.13753 -3.11754 -2.15856 -0.158 -0.144 -0.182 -1.034
H 6.90757 -0.15354 -0.93544 -0.060 -0.073 -0.013 0.326
H 7.96793 -1.51241 -0.54663 -0.087 -0.012 -0.007 0.436
H 6.87780 -1.62764 -1.92321 0.019 0.051 0.042 0.292
H 6.15457 -1.48783 1.03639 -0.267 -0.050 0.007 0.428
H 6.01584 -2.92223 0.03132 0.091 -0.097 0.028 0.275
H 2.63246 -1.25560 0.51826 0.084 0.013 -0.182 -0.545
H 3.92513 -1.26046 1.67596 0.142 -0.005 -0.103 0.415
H 2.72986 -3.68477 0.26812 0.078 -0.061 -0.018 0.235
H 2.78137 -3.31113 1.98154 0.037 0.010 -0.052 0.432
H 4.26218 -3.78180 1.15850 -0.052 0.051 -0.054 0.330
H 4.71900 -1.06879 -2.34067 0.072 -0.023 0.132 0.401
H 3.09494 -1.27547 -1.79152 0.032 -0.003 0.254 0.090
H 5.06347 -3.63308 -1.89620 -0.033 0.049 0.023 0.249
H 4.05769 -3.13123 -3.24953 0.020 0.011 0.063 0.404
H 3.29672 -3.69545 -1.77392 0.118 -0.055 0.033 0.271
```
Positions in Å, forces in eV/Å.

Calculated values
Net charge: +1
Orbital gap: 4.21 eV
HOMO energy: -9.44 eV

=====

no.,E_tot (eV)
1,-31014.4511
2,-62450.7069
3,-32142.8057